[1]
{"formula": "C11H29BMnN2O3P2", "method": "ωB97M-V with the def2-TZVPD basis set", "total_energy_ev": -71564.2602, "lumo_energy_ev": [-3.25, -7.57], "mol_weight_g_mol": 365.06, "de_lowest_kcal_mol": 1.68, "multiplicity": 7, "s_squared": 12.02, "homo_energy_ev": [-11.0, -13.0], "orbital_gap_ev": [7.7, 5.4], "charge": 1, "elements": ["Mn", "H", "H", "P", "P", "C", "H", "H", "H", "C", "H", "H", "H", "C", "H", "H", "H", "C", "H", "H", "H", "C", "H", "H", "H", "C", "H", "H", "H", "C", "O", "H", "H", "H", "H", "B", "N", "H", "O", "C", "C", "C", "C", "O", "N", "H", "H", "H", "H"], "coordinates": [[0.01435, -0.08676, 0.18020], [-1.69719, 0.24894, -3.28900], [-0.87398, -1.48147, -1.91710], [1.96428, -0.01620, -1.32789], [-2.25559, -0.19692, 0.80148], [-2.79765, 1.44586, 1.43627], [-3.81471, 1.39625, 1.84327], [-2.12154, 1.70513, 2.24965], [-2.70061, 2.17283, 0.62363], [-3.70280, -0.52909, -0.28029], [-3.67911, -1.56197, -0.63855], [-4.61988, -0.36096, 0.30107], [-3.65260, 0.16434, -1.12341], [-2.67000, -1.32602, 2.20622], [-1.93774, -1.13862, 2.99224], [-3.67567, -1.11447, 2.59267], [-2.59894, -2.36988, 1.87774], [1.88856, 0.73736, -3.00119], [2.90788, 0.90749, -3.37092], [1.31840, 0.09564, -3.67791], [1.37340, 1.69230, -2.87468], [3.28294, 1.08417, -0.63432], [3.62286, 0.60671, 0.28808], [4.14888, 1.21757, -1.29288], [2.79365, 2.03706, -0.40673], [3.01975, -1.49001, -1.66675], [2.47457, -2.19003, -2.30657], [3.95406, -1.19074, -2.15876], [3.24217, -1.96714, -0.70857], [0.49505, -1.78893, 0.75056], [0.77624, -2.74215, 1.36903], [-0.50965, -2.47071, -3.14863], [-1.95597, -2.57735, -2.42188], [-3.01752, -1.10319, -3.94942], [-1.26944, -0.97114, -4.82016], [-1.85148, -0.85626, -3.77059], [-1.26156, -1.92928, -2.75348], [-0.65193, 0.60704, -1.14783], [-1.00258, 0.81433, 3.48425], [0.12944, 1.13185, 3.00184], [1.13277, 1.97849, 3.71681], [2.43146, 1.76208, 2.93607], [2.03012, 0.56317, 2.09959], [2.71321, -0.43762, 1.81730], [0.66501, 0.67678, 1.82567], [0.74134, 3.01574, 3.66878], [1.21046, 1.67510, 4.77309], [2.67798, 2.64558, 2.29681], [3.30934, 1.51512, 3.55523]], "mulliken_charge": [-0.45, -0.08, -0.34, 1.02, 1.36, -1.29, 0.40, 0.38, 0.39, -1.18, 0.34, 0.43, 0.40, -1.36, 0.35, 0.46, 0.37, -1.09, 0.43, 0.37, 0.40, -1.42, 0.36, 0.53, 0.35, -1.24, 0.35, 0.42, 0.36, 0.41, -0.25, 0.37, 0.37, -0.14, -0.14, 0.04, -0.05, 0.23, -0.68, 0.10, -0.53, -0.60, 0.14, -0.58, 0.14, 0.26, 0.31, 0.20, 0.39]}



[2]
{"formula": "H20O20SV3", "method": "ωB97M-V with the def2-TZVPD basis set", "total_energy_ev": -129150.9568, "lumo_energy_ev": -6.87, "mol_weight_g_mol": 525.04, "de_lowest_kcal_mol": 418.58, "homo_energy_ev": -9.1, "orbital_gap_ev": 2.2, "charge": 1, "elements": ["O", "V", "O", "O", "V", "O", "O", "V", "O", "S", "O", "O", "O", "O", "O", "H", "H", "O", "H", "H", "O", "H", "H", "O", "H", "H", "O", "H", "H", "O", "H", "H", "O", "H", "H", "O", "H", "H", "O", "H", "H", "O", "H", "H"], "coordinates": [[-5.53604, -3.13740, -3.87525], [-4.47434, -1.93933, -3.59673], [-5.16000, -0.59916, -4.16311], [-0.15625, 2.74963, 5.44352], [-0.76509, 1.26999, 5.34475], [-2.30180, 1.50375, 5.94799], [4.56400, 3.51818, 0.96380], [3.59751, 4.61019, 0.34885], [2.74971, 5.26869, 1.51658], [0.11543, 0.54510, -0.44315], [-1.07636, 0.27862, -1.28346], [0.78402, 1.68381, -1.02032], [-0.40902, 0.90410, 0.88541], [1.06186, -0.51541, -0.33759], [2.35437, -2.86892, -4.10708], [2.33685, -2.46057, -3.24153], [2.80560, -2.23367, -4.66303], [4.77539, -3.94582, 1.80797], [3.85182, -3.70377, 1.73977], [5.21616, -3.39540, 1.16067], [3.11142, -0.33586, 3.94067], [4.06581, -0.35716, 4.01080], [2.94184, -0.23288, 3.00425], [6.24215, -1.19161, -1.77390], [7.02317, -0.74370, -1.44893], [5.55346, -0.52765, -1.74077], [1.07607, 6.71492, -2.44727], [0.41419, 6.02976, -2.54057], [1.02219, 7.21329, -3.26272], [-2.60953, 4.06270, -4.18480], [-3.47050, 4.41404, -3.95777], [-2.51753, 3.28168, -3.63912], [-1.53131, -2.62319, 4.48051], [-2.04153, -2.87913, 5.24888], [-1.57012, -3.38486, 3.90207], [-4.62813, 2.51545, 1.50215], [-5.24809, 1.78776, 1.55059], [-3.77174, 2.09599, 1.41918], [-5.11430, -2.41903, 0.48579], [-4.47552, -2.18256, 1.15830], [-5.44857, -3.27244, 0.76179], [-1.39013, -4.96091, -1.82480], [-1.42780, -5.88095, -1.56338], [-0.53942, -4.65632, -1.50896]], "mulliken_charge": [-0.49, 1.83, -0.49, -0.49, 1.77, -0.53, -0.54, 1.76, -0.51, 1.21, -0.66, -0.64, -0.65, -0.63, -0.64, 0.33, 0.31, -0.63, 0.31, 0.32, -0.64, 0.31, 0.33, -0.62, 0.32, 0.31, -0.65, 0.34, 0.32, -0.64, 0.32, 0.32, -0.61, 0.32, 0.30, -0.63, 0.31, 0.32, -0.63, 0.32, 0.32, -0.63, 0.32, 0.32]}



[3]
{"formula": "C17H30ClI2N2OP2Pt", "method": "ωB97M-V with the def2-TZVPD basis set", "total_energy_ev": -73662.0684, "lumo_energy_ev": [-11.53, -13.65], "mol_weight_g_mol": 824.73, "de_lowest_kcal_mol": 48.64, "multiplicity": 5, "s_squared": 6.04, "homo_energy_ev": [-15.9, -17.0], "orbital_gap_ev": [4.4, 3.4], "charge": 3, "elements": ["I", "I", "Pt", "P", "C", "C", "H", "H", "H", "H", "H", "H", "C", "H", "H", "H", "P", "C", "C", "H", "H", "H", "C", "H", "H", "H", "H", "H", "H", "Cl", "C", "N", "N", "C", "O", "C", "C", "C", "C", "C", "C", "C", "C", "C", "H", "H", "H", "H", "H", "H", "H", "H", "H", "H", "H", "H"], "coordinates": [[1.11379, -0.32538, 2.51324], [0.31957, -2.62030, 1.66084], [0.12269, 0.39483, -2.33504], [-2.04008, 0.13345, -1.72044], [-2.87198, 0.17012, -0.07209], [-2.95047, 1.38627, -2.65840], [-3.99168, 1.05333, -2.76684], [-3.60024, -1.51897, -2.56981], [-2.46245, 1.47006, -3.63618], [-1.99102, -1.54836, -3.41206], [-2.62714, 1.12008, 0.42280], [-2.88960, 2.33024, -2.09632], [-2.50624, -1.47552, -2.44197], [-3.96634, 0.08797, -0.17991], [-2.16244, -2.28563, -1.77947], [-2.52207, -0.65784, 0.55444], [2.22078, -0.05290, -1.74459], [3.20267, -0.15282, -0.19069], [2.54057, -1.62459, -2.63065], [2.55170, 1.40258, -3.62711], [4.12502, 0.79984, -2.90521], [3.16248, 2.10095, -2.08073], [3.12161, 1.20178, -2.71194], [2.04317, -1.55528, -3.61426], [3.63709, -1.71896, -2.75117], [4.28577, -0.19316, -0.39680], [2.88286, -1.02006, 0.40048], [2.11498, -2.45576, -2.04638], [2.99630, 0.75544, 0.38984], [-0.01332, 0.78428, -4.59340], [-0.57698, -0.07275, 8.56075], [-0.28783, 0.45177, 7.24244], [-0.80273, -0.08211, 6.09968], [-0.50180, 0.81444, 5.04742], [-1.16105, 0.88273, 4.00673], [0.64406, 1.53659, 5.56687], [0.69423, 1.34062, 6.90942], [1.60819, 1.95379, 7.90422], [-1.95378, -0.91342, 5.96956], [-3.18266, -0.43844, 6.44289], [-4.35913, -1.02769, 5.97330], [-4.29915, -2.08119, 5.05962], [-3.08098, -2.52800, 4.57333], [-1.91448, -1.92120, 4.98388], [0.10013, -0.91040, 8.81054], [-1.60814, -0.42916, 8.61725], [-0.44513, 0.72907, 9.29217], [1.27333, 2.15520, 4.94900], [1.07444, 2.56723, 8.63546], [2.28291, 1.23030, 8.37944], [2.26068, 2.64098, 7.36046], [-3.19104, 0.44294, 7.04692], [-5.30409, -0.61046, 6.31233], [-5.22942, -2.53276, 4.71562], [-3.01285, -3.31114, 3.82510], [-0.99123, -2.12385, 4.48163]], "mulliken_charge": [0.79, 0.31, 0.36, 0.60, -0.98, -1.24, 0.40, 0.41, 0.42, 0.36, 0.34, 0.36, -1.09, 0.42, 0.31, 0.23, 0.65, -0.97, -1.10, 0.44, 0.41, 0.39, -1.30, 0.39, 0.40, 0.39, 0.17, 0.31, 0.26, -0.38, -0.84, 0.12, 0.46, 0.02, -0.57, -0.40, 0.69, -1.46, -0.27, 0.18, -0.84, -0.41, -0.73, -0.16, 0.35, 0.41, 0.37, 0.56, 0.39, 0.37, 0.38, 0.57, 0.42, 0.43, 0.40, 0.50]}



[4]
{"formula": "C23H54BO16", "method": "ωB97M-V with the def2-TZVPD basis set", "total_energy_ev": -58167.6645, "lumo_energy_ev": 2.29, "mol_weight_g_mol": 597.48, "de_lowest_kcal_mol": 3.88, "homo_energy_ev": -7.7, "orbital_gap_ev": 10.0, "charge": -1, "elements": ["O", "C", "O", "B", "O", "C", "O", "O", "C", "O", "C", "O", "O", "C", "C", "C", "O", "H", "H", "H", "H", "H", "H", "H", "H", "C", "C", "C", "O", "H", "H", "H", "H", "H", "H", "H", "H", "C", "C", "C", "O", "H", "H", "H", "H", "H", "H", "H", "H", "C", "C", "C", "O", "H", "H", "H", "H", "H", "H", "H", "H", "C", "C", "O", "H", "H", "H", "H", "H", "H", "C", "C", "O", "H", "H", "H", "H", "H", "H", "C", "C", "O", "H", "H", "H", "H", "H", "H", "C", "O", "H", "H", "H", "H"], "coordinates": [[2.25186, -1.56798, -0.95518], [1.63373, -0.84946, -0.12033], [0.36119, -0.85573, 0.23231], [0.05332, 0.13052, 1.30674], [1.27273, 0.91455, 1.44601], [2.31210, 0.36819, 0.66854], [3.48550, 0.69666, 0.53176], [-0.42032, -0.42976, 2.56762], [-1.73934, -0.28203, 2.65863], [-2.55687, -0.57223, 3.55106], [-2.14842, 0.65780, 1.47191], [-1.10468, 0.94372, 0.82260], [-3.24969, 1.13010, 1.16590], [3.20643, 1.55850, -3.34076], [2.02315, 1.02381, -4.21924], [0.73354, 0.63889, -3.48297], [1.62327, 2.16869, -5.00216], [3.66666, 0.67889, -2.89068], [2.95039, 2.13761, -2.45353], [4.02389, 1.97527, -3.92912], [2.29828, 0.19951, -4.87722], [0.06753, 0.06016, -4.12298], [0.27553, 1.47802, -2.95934], [0.88747, -0.10310, -2.69947], [2.24160, 2.84935, -4.72654], [3.00904, 4.13443, 3.14752], [1.57976, 4.12742, 3.55701], [1.27097, 3.68390, 4.99974], [0.92858, 5.34280, 3.42741], [3.15007, 3.67064, 2.17124], [3.69267, 3.56218, 3.77464], [3.37201, 5.14816, 2.97812], [1.00200, 3.36039, 3.04129], [1.64419, 4.49283, 5.62779], [1.70690, 2.72602, 5.28352], [0.21324, 3.52797, 5.21182], [1.19471, 5.70403, 2.57871], [-7.96221, 2.86522, 0.94930], [-6.47864, 2.82749, 0.84449], [-5.82688, 4.17102, 1.32403], [-6.04611, 1.76632, 1.62236], [-8.23710, 3.75475, 0.38248], [-8.43837, 2.89606, 1.92931], [-8.25459, 1.97569, 0.39131], [-6.17711, 2.63660, -0.18544], [-6.01330, 4.31208, 2.38867], [-6.18180, 4.97447, 0.67859], [-4.77600, 4.11969, 1.03921], [-5.08829, 1.79199, 1.68185], [4.19172, -4.47249, -1.06395], [5.07962, -3.34350, -1.45150], [6.45892, -3.86703, -1.87335], [4.35218, -2.49486, -2.40088], [4.02187, -5.13266, -1.91449], [3.16093, -4.23713, -0.79903], [4.49369, -4.99332, -0.15530], [5.29654, -2.77540, -0.54689], [6.95521, -4.48448, -1.12465], [7.14891, -3.05036, -2.08564], [6.42954, -4.52339, -2.74308], [3.48683, -2.24270, -2.07047], [0.65752, -3.19585, 3.74557], [0.99669, -3.77317, 2.31012], [2.31451, -3.60035, 2.08796], [-0.40957, -3.04959, 3.91297], [1.06765, -2.19344, 3.86831], [1.14711, -3.72584, 4.56259], [0.43141, -3.31811, 1.49681], [0.69821, -4.82139, 2.29454], [2.47708, -3.81198, 1.16580], [0.42295, -3.63690, -3.52284], [1.22251, -4.87364, -3.88799], [0.81851, -5.41045, -5.08455], [-0.60059, -3.93216, -3.29197], [0.37981, -2.93138, -4.35259], [0.77557, -3.08050, -2.65440], [1.17773, -5.64759, -3.12176], [2.26890, -4.60353, -4.03016], [0.64787, -6.34125, -4.92306], [-5.62818, -1.57585, 0.74693], [-5.95109, -0.66460, -0.45410], [-5.70945, -1.35157, -1.66016], [-5.82771, -1.05607, 1.68401], [-4.56482, -1.81448, 0.76743], [-6.24118, -2.44070, 1.00063], [-5.39656, 0.26447, -0.32213], [-6.96195, -0.25902, -0.49626], [-5.42993, -0.70229, -2.30970], [1.03958, 3.78971, -0.09226], [1.16968, 5.11338, 0.23494], [1.91400, 3.14624, 0.00490], [0.30705, 3.46190, 0.64533], [0.58271, 3.70674, -1.07841], [1.69529, 5.42494, -0.50551]], "mulliken_charge": [-0.48, 0.27, -0.59, 1.28, 0.00, 0.38, -0.62, -0.56, 0.54, -0.64, 0.64, -0.84, -0.79, -1.30, 0.65, -0.72, -0.58, 0.21, 0.29, 0.48, 0.20, 0.36, 0.26, -0.13, 0.34, -1.18, 1.69, -1.66, -0.62, 0.17, 0.35, 0.40, -0.61, 0.39, 0.38, 0.38, 0.33, -1.41, 0.78, -1.47, -0.45, 0.38, 0.32, 0.30, 0.25, 0.31, 0.43, 0.38, 0.27, -1.12, 0.90, -1.56, -0.62, 0.30, 0.06, 0.45, 0.13, 0.39, 0.37, 0.37, 0.59, -1.15, 0.05, -0.55, 0.32, 0.19, 0.39, 0.13, 0.37, 0.21, -0.62, -0.17, -0.54, 0.33, 0.29, -0.05, 0.33, 0.12, 0.33, -0.94, 0.26, -0.55, 0.27, 0.14, 0.39, -0.04, 0.17, 0.32, -0.39, -0.48, 0.07, 0.12, 0.37, 0.30]}